[1]
C23H50BBa3F3NO24P4 as an isolated structure in a non-equilibrium geometry. Source: the Open Molecules 2025 dataset; level of theory: ωB97M-V/def2-TZVPD.

Properties
DFT total energy	-123350.675	eV
Kohn-Sham gap (spin up / spin down)	3.866 / 5.592	eV
net charge	+2
LUMO energy (spin up / spin down)	-5.36 / -5.39	eV
highest occupied orbital energy (spin up / spin down)	-9.2 / -11.0	eV
multiplicity	2

Cartesian coordinates (Å):
Ba 0.9582 -2.6274 4.4011
Ba -0.5441 -4.7092 0.6436
Ba 2.0488 4.1066 -0.8986
B -0.6623 -5.0094 3.5991
H -1.3054 -5.6410 3.0060
H -0.9069 -5.1281 4.6432
H 0.3783 -5.2388 3.4291
H -0.8341 -3.9860 3.3036
C -0.5450 -0.0090 -0.9864
C 0.0722 1.1598 -0.6354
C 0.9210 1.1803 0.6281
O 1.5458 2.1862 1.0909
C 1.0578 0.0919 1.4505
C 0.5131 -1.2436 1.1520
C -0.3950 -1.2682 -0.2026
O -0.8050 -2.3846 -0.6128
O 0.4222 -2.1784 1.9412
O -0.1428 2.1938 -1.3973
H -1.1920 0.0435 -1.8496
H 1.6753 0.1435 2.3350
C -3.2289 2.7299 -3.5830
N -3.2982 3.3813 -4.9644
O -3.5898 2.6148 -5.9456
O -3.0820 4.5543 -5.0045
H -3.4916 3.4570 -2.8146
H -2.2876 2.2887 -3.2553
H -4.0119 1.9730 -3.6285
C 0.6571 2.2353 4.9767
O -0.6048 1.9585 4.3336
P -1.6915 0.7783 4.5751
O -1.0456 -0.5797 4.3575
O -2.3041 0.9955 6.0832
C -2.5269 2.3622 6.4563
O -2.9667 1.0319 3.5802
C -2.7332 0.5934 2.2720
H 0.7223 3.2333 5.4102
H 1.4565 2.2348 4.2357
H 0.9580 1.5168 5.7392
H -2.4639 3.0112 5.5828
H -1.7447 2.6449 7.1608
H -3.5001 2.4657 6.9363
H -2.5682 1.4253 1.5872
H -3.7831 0.3322 2.1392
H -2.0525 -0.2464 2.1327
C 6.2287 -0.9969 -3.1489
O 5.5905 0.2665 -2.8284
P 4.0850 0.2414 -2.3066
O 3.6213 1.4738 -1.5990
O 3.2343 -0.1453 -3.6033
C 2.7923 0.9217 -4.5402
O 3.9238 -1.1039 -1.4699
C 3.9868 -1.1884 -0.1093
H 5.5573 -1.8522 -3.0731
H 7.1299 -1.1115 -2.5466
H 6.6318 -1.0897 -4.1573
H 3.4328 1.7918 -4.3962
H 1.7411 1.1079 -4.3198
H 2.8021 0.6445 -5.5943
H 3.9055 -0.2375 0.4172
H 5.0093 -1.5488 0.0027
H 3.2349 -1.9008 0.2300
C 6.1794 6.8397 1.5075
O 6.3451 5.5026 1.9326
P 5.1512 4.3789 1.8185
O 4.1499 4.5903 0.7448
O 5.7500 2.8435 1.8712
C 5.0317 1.7555 2.2142
O 4.5523 4.5253 3.3493
C 5.4934 4.5726 4.5090
H 5.4731 6.9555 0.6854
H 7.1423 7.3191 1.3310
H 5.6206 7.4353 2.2293
H 3.9529 1.6325 2.1183
H 5.3444 1.4420 3.2102
H 5.3495 0.8770 1.6527
H 5.6768 5.6096 4.7901
H 6.4801 4.1440 4.3336
H 4.9516 4.1432 5.3517
C -1.1550 -4.2440 -3.8254
O -1.7530 -5.5155 -3.9785
P -2.5354 -6.0632 -2.7093
O -1.9062 -5.8932 -1.3936
O -3.9954 -5.4077 -2.8812
C -4.5614 -4.2743 -2.1843
O -2.9124 -7.6563 -3.1064
C -1.8796 -8.5453 -3.3637
H -0.2952 -4.1583 -4.4899
H -0.8701 -3.8268 -2.8596
H -1.9382 -3.5436 -4.1154
H -5.4990 -4.6925 -1.8181
H -5.0602 -3.6063 -2.8864
H -3.8887 -3.8450 -1.4418
H -0.8988 -8.1158 -3.5676
H -2.0288 -8.9396 -4.3689
H -1.8469 -9.3303 -2.6081
C -3.8969 -0.8726 -1.6053
C -4.5228 0.1403 -0.6348
O -5.1489 1.1529 -1.3136
C -6.4105 1.0320 -1.7524
O -7.1841 0.0766 -1.6515
C -6.9567 2.4249 -2.3652
F -6.1821 3.4368 -2.0654
F -6.9653 2.1944 -3.7044
F -8.1807 2.6596 -2.0158
H -3.2742 -1.5363 -1.0054
H -3.2407 -0.4345 -2.3573
H -4.7440 -1.4071 -2.0352
H -3.7633 0.6302 -0.0255
H -5.1358 -0.3520 0.1202


[2]
C23H50Br2N2O4PS3 as an isolated structure in a non-equilibrium geometry. Source: the Open Molecules 2025 dataset; level of theory: ωB97M-V/def2-TZVPD.

Properties
DFT total energy	-217702.142	eV
Kohn-Sham gap	8.084	eV
net charge	+1
LUMO energy	-2.32	eV
highest occupied orbital energy	-10.4	eV

Cartesian coordinates (Å):
C 0.5124 -3.9202 3.7003
C 1.0174 -3.5047 2.3089
P 0.2608 -1.8419 2.0036
C -1.2960 -2.1764 1.1224
N 1.4284 -0.9198 0.8389
C 2.0655 -1.7926 -0.2220
C 1.1867 -2.7793 -0.9591
C 2.0952 -3.6150 -1.8890
O 2.4070 -2.8957 -3.0679
C 2.5322 -0.4974 1.7929
C 3.7939 0.0369 1.0940
C 4.9929 -0.9100 1.2379
C 6.0736 -0.6022 0.2109
N 5.8188 -1.3117 -1.0345
C 5.8535 -2.6506 -1.1612
C 5.5353 -2.9723 -2.4471
C 5.2901 -1.7571 -3.1002
C 5.4691 -0.7403 -2.2242
C 0.8253 0.3486 0.3105
Br -0.3279 1.2132 1.6570
C 0.0334 0.1679 -1.0247
C 0.9176 0.2391 -2.2703
Br -1.2164 1.6779 -1.2081
H 0.8345 -4.9381 3.8941
H 0.8261 -3.2273 4.4710
H -0.5731 -3.9586 3.6478
H 0.6415 -4.2478 1.6103
H 2.1028 -3.4723 2.2527
H -1.2565 -2.9319 0.3432
H -1.7415 -1.2654 0.7494
H -1.9928 -2.5377 1.8734
H 2.8409 -2.3678 0.2673
H 2.5439 -1.1756 -0.9741
H 0.4553 -2.3256 -1.6195
H 0.6683 -3.4912 -0.3226
H 1.5014 -4.4718 -2.1913
H 2.9855 -3.9625 -1.3637
H 3.2692 -2.4747 -2.9326
H 2.8122 -1.3616 2.3859
H 2.1635 0.2381 2.4972
H 3.6395 0.3274 0.0570
H 4.0814 0.9459 1.6148
H 5.4151 -0.7187 2.2239
H 4.7013 -1.9566 1.2359
H 6.1231 0.4691 0.0477
H 7.0452 -0.8808 0.6092
H 6.0833 -3.3635 -0.3904
H 5.4807 -3.9627 -2.8527
H 4.9981 -1.6218 -4.1291
H 5.3686 0.3141 -2.3835
H 1.5727 1.1057 0.1207
H -0.6004 -0.7076 -1.0448
H 1.4339 -0.6935 -2.4821
H 1.5871 1.0930 -2.2037
H 0.2592 0.4196 -3.1109
C -6.2960 -1.5153 -0.6539
S -5.4345 -2.4170 0.6354
O -3.9714 -2.1981 0.4164
C -5.8171 -4.0585 0.0182
H -6.1476 -0.4513 -0.4803
H -5.8893 -1.7893 -1.6272
H -7.3595 -1.7470 -0.6059
H -5.4430 -4.1641 -1.0001
H -6.8955 -4.2106 0.0450
H -5.3316 -4.7856 0.6659
C -3.7622 4.6166 -3.9231
S -4.2178 3.9546 -2.3155
O -5.6854 3.7429 -2.3238
C -3.8983 5.4631 -1.3948
H -3.9273 3.8401 -4.6670
H -4.3840 5.4822 -4.1510
H -2.7084 4.8963 -3.9145
H -4.5078 6.2749 -1.7910
H -2.8398 5.7163 -1.4681
H -4.1580 5.2898 -0.3527
C -1.9073 6.4297 2.7540
S -3.6037 6.5875 2.1756
O -3.7552 7.9537 1.6235
C -4.3550 6.5771 3.8077
H -1.2517 6.4544 1.8857
H -1.6678 7.2599 3.4185
H -1.7888 5.4791 3.2750
H -3.9507 7.3966 4.4016
H -4.1563 5.6210 4.2925
H -5.4279 6.7071 3.6846


[3]
A 3-piece molecular cluster, C23H50BrFNO3 overall in a non-equilibrium geometry. Source: the Open Molecules 2025 dataset; level of theory: ωB97M-V/def2-TZVPD.

Properties
DFT total energy	-105042.480	eV
Kohn-Sham gap	8.478	eV
net charge	+1
LUMO energy	-3.71	eV
highest occupied orbital energy	-12.2	eV

Cartesian coordinates (Å):
C 2.3672 0.8748 -1.5441
O 3.2929 0.5863 -0.4382
C 2.5322 0.2615 0.7491
C 3.4212 -0.0893 2.0305
C 4.3934 1.1023 2.5115
C 3.4983 2.1908 3.3044
C 2.9497 3.2413 2.2181
N 3.1812 4.6909 2.5489
F 2.9209 5.4120 1.3955
C 4.5774 5.0444 2.9788
C 5.7494 4.4925 2.0306
C 6.4908 5.7989 1.3828
O 7.5047 5.3440 0.4592
C 2.1652 5.2115 3.5694
C 0.9428 5.8885 2.7325
O 0.8411 7.1162 2.5461
Br -0.5283 4.7782 1.9333
H 2.6529 0.2347 -2.4518
H 1.2784 0.6366 -1.2688
H 2.4452 1.9843 -1.8529
H 1.7733 1.1226 0.9276
H 1.8909 -0.6671 0.5236
H 2.7239 -0.4756 2.8597
H 4.1013 -0.9744 1.7401
H 5.2771 0.6961 3.1094
H 4.8312 1.5563 1.5414
H 2.5828 1.6139 3.7090
H 4.0096 2.6504 4.2140
H 1.8155 3.0835 2.1340
H 3.3626 3.0795 1.1529
H 4.7172 4.7476 4.0744
H 4.6321 6.2015 2.9632
H 5.4008 3.8732 1.1379
H 6.4801 3.8639 2.6698
H 6.9435 6.3694 2.2826
H 5.6623 6.4208 0.8889
H 7.5419 4.3612 0.5732
H 2.6151 6.0740 4.1928
H 1.7587 4.3798 4.2407
C -0.6664 -1.9499 -1.4083
C -1.4021 -2.0670 -0.0805
C -0.7893 -3.1075 0.8583
C -0.8123 -4.5480 0.3385
C -2.1979 -5.0942 -0.0086
C -3.1357 -5.1606 1.1870
H -0.7021 -2.8840 -1.9737
H -1.1253 -1.1725 -2.0253
H 0.3824 -1.6819 -1.2499
H -2.4581 -2.2887 -0.2630
H -1.3763 -1.0916 0.4188
H -1.3077 -3.0594 1.8219
H 0.2521 -2.8306 1.0645
H -0.3544 -5.1953 1.0954
H -0.1729 -4.6266 -0.5473
H -2.0809 -6.1048 -0.4132
H -2.6583 -4.4972 -0.8021
H -2.7173 -5.7888 1.9787
H -4.0985 -5.5870 0.8936
H -3.3292 -4.1697 1.6071
C -4.6338 -0.7971 -5.1482
C -5.3687 -0.9143 -3.8197
C -4.7546 -1.9544 -2.8811
C -4.7766 -3.3958 -3.3991
C -6.1615 -3.9443 -3.7445
C -7.0979 -4.0104 -2.5478
H -4.6694 -1.7314 -5.7135
H -5.0926 -0.0205 -5.7654
H -3.5854 -0.5288 -4.9907
H -6.4247 -1.1365 -4.0012
H -5.3429 0.0606 -3.3208
H -5.2725 -1.9061 -1.9170
H -3.7135 -1.6766 -2.6760
H -4.3173 -4.0419 -2.6416
H -4.1377 -3.4746 -4.2853
H -6.0434 -4.9554 -4.1479
H -6.6233 -3.3492 -4.5382
H -6.6777 -4.6371 -1.7556
H -8.0605 -4.4386 -2.8396
H -7.2923 -3.0193 -2.1289


[4]
C23H50F9Mg2O19S3 as an isolated structure in a non-equilibrium geometry. Source: the Open Molecules 2025 dataset; level of theory: ωB97M-V/def2-TZVPD.

Properties
energy above the lowest of the compared OMol25 structures with the same formula, charge and spin	0.000	eV
DFT total energy	-131410.528	eV
Kohn-Sham gap	6.595	eV
net charge	+1
LUMO energy	-4.77	eV
highest occupied orbital energy	-11.4	eV

Cartesian coordinates (Å):
Mg -0.4121 -0.2507 -1.4379
Mg -3.2620 -2.5933 -4.4223
C -1.6417 -4.6843 -1.3167
F -1.3996 -5.8705 -1.9161
F -2.9223 -4.4231 -1.1967
F -1.0460 -4.6438 -0.0671
S -0.7813 -3.4284 -2.4225
O -0.7231 -2.2194 -1.6455
O 0.4858 -3.9877 -2.8591
O -1.7448 -3.3752 -3.5269
C -4.8824 -0.6397 -0.4260
F -4.4105 -1.5325 0.4597
F -5.9690 -1.1431 -0.8896
F -5.0654 0.4978 0.2116
S -3.6499 -0.4251 -1.9260
O -4.0030 0.7933 -2.6377
O -2.3238 -0.2518 -1.3026
O -3.6710 -1.6797 -2.7619
C -1.6463 1.5492 -5.5552
F -2.6311 2.1411 -4.8269
F -2.1010 1.3649 -6.7699
F -0.5449 2.3549 -5.5823
S -1.0052 -0.1820 -4.7861
O -2.0991 -1.1217 -4.8863
O 0.1578 -0.6226 -5.5350
O -0.6592 -0.0181 -3.3427
C 4.9174 0.0492 1.3734
O 3.6804 0.6955 1.5513
C 3.3937 0.7847 2.9391
C 2.1580 1.6074 3.3333
O 2.1721 2.8614 2.7241
C 2.8639 3.8531 3.5109
H 5.7009 0.7128 1.7393
H 5.1363 -0.2488 0.3481
H 5.0398 -0.8779 1.9335
H 4.2672 1.1171 3.5000
H 3.2613 -0.2025 3.3819
H 2.2094 1.6096 4.4220
H 1.2257 1.1398 3.0166
H 3.8842 3.4824 3.6086
H 2.5530 4.1190 4.5212
H 2.9318 4.7855 2.9504
C -1.9103 2.7326 2.9080
O -2.6542 2.6223 1.7555
C -3.4974 3.7448 1.3959
C -4.8908 3.8054 2.1706
O -4.7456 4.0030 3.5262
C -5.9475 4.0226 4.2395
H -1.1587 1.9432 2.9148
H -2.3587 2.8536 3.8941
H -1.2769 3.6197 2.9001
H -3.7254 3.7301 0.3301
H -2.9586 4.6828 1.5300
H -5.3883 2.8392 2.0868
H -5.5454 4.5416 1.7042
H -6.6653 4.7800 3.9246
H -5.7463 4.1566 5.3023
H -6.4147 3.0379 4.2317
C -1.0560 -0.8714 1.4807
O -0.1350 -0.7156 0.4012
C 1.1153 -1.2982 0.7736
C 2.0692 -1.3748 -0.3954
O 1.4220 -0.6840 -1.5511
C 2.3615 -0.0764 -2.4299
H -0.5917 -0.6799 2.4481
H -1.6335 -1.7958 1.4921
H -1.8385 -0.1331 1.3056
H 0.9224 -2.2773 1.2121
H 1.5163 -0.7479 1.6248
H 2.3269 -2.3656 -0.7697
H 2.9971 -0.9043 -0.0704
H 1.8353 0.2194 -3.3375
H 3.0993 -0.8212 -2.7283
H 2.9905 0.7007 -1.9955
C 1.5123 4.0637 -4.0968
O 0.6888 3.1910 -3.3315
C -0.2680 3.7283 -2.4781
C -1.0359 2.7062 -1.5963
O -0.2901 1.6579 -0.9818
C 0.5153 2.1614 0.1349
H 2.1439 3.6692 -4.8928
H 2.1415 4.5952 -3.3828
H 0.9411 4.8919 -4.5162
H -0.9976 4.2037 -3.1337
H 0.2124 4.4766 -1.8477
H -1.7038 2.2801 -2.3450
H -1.6756 3.2118 -0.8730
H 1.1419 2.9554 -0.2714
H 1.1736 1.4241 0.5944
H -0.0451 2.5815 0.9701
C 4.3787 -4.6231 -1.1466
O 3.6297 -4.5351 0.0636
C 2.3626 -5.1696 0.0262
C 1.9182 -5.3037 1.5303
O 2.5926 -6.3710 2.1626
C 2.5079 -6.4061 3.6071
H 3.6387 -4.3365 -1.8939
H 4.7536 -5.6240 -1.3606
H 5.1988 -3.9056 -1.1721
H 2.5450 -6.1740 -0.3559
H 1.6444 -4.5673 -0.5301
H 0.8406 -5.4446 1.4467
H 2.2839 -4.4032 2.0236
H 1.4639 -6.6274 3.8288
H 2.6981 -5.4582 4.1104
H 3.1283 -7.2356 3.9468


[5]
C23H50N3O6PS2SiW as an isolated structure in a non-equilibrium geometry. Source: the Open Molecules 2025 dataset; level of theory: ωB97M-V/def2-TZVPD.

Properties
energy above the lowest of the compared OMol25 structures with the same formula, charge and spin	2.265	eV
DFT total energy	-82082.692	eV
Kohn-Sham gap (spin up / spin down)	5.954 / 6.087	eV
net charge	+1
LUMO energy (spin up / spin down)	-4.36 / -4.10	eV
highest occupied orbital energy (spin up / spin down)	-10.3 / -10.2	eV
multiplicity	2

Cartesian coordinates (Å):
W -0.2558 -0.4936 0.2518
C -1.0985 -5.5040 1.8257
C -1.2467 -4.3312 0.8741
O -2.1644 -3.3930 1.4482
P -2.0123 -1.8021 1.3440
S 0.6178 -1.5214 2.2341
S -2.5205 -1.2622 -0.6091
O -3.1958 -1.3571 2.3037
C -4.4541 -2.0814 2.3622
C -5.4623 -1.2201 3.0896
H -0.3300 -6.1782 1.4587
H -2.0356 -6.0463 1.9137
H -0.8094 -5.1376 2.8075
H -1.6435 -4.6546 -0.0939
H -0.2738 -3.8412 0.7182
H -4.2793 -3.0197 2.8871
H -4.7799 -2.2924 1.3417
H -5.1205 -1.0051 4.0960
H -6.4095 -1.7467 3.1374
H -5.6148 -0.2869 2.5575
C -3.0956 1.7160 4.4969
C -1.7225 1.0679 4.5549
N -1.2752 0.8356 3.1998
C -1.6289 1.5951 2.1435
N -1.1510 1.2404 0.9589
C -1.5082 2.0326 -0.2130
C -1.7473 3.4883 0.1671
C -2.8250 3.5207 1.2375
N -2.4560 2.6411 2.3307
C -2.9899 2.9681 3.6410
H -3.4443 1.9701 5.4956
H -3.8012 1.0218 4.0407
H -1.7638 0.1054 5.0665
H -1.0155 1.7148 5.0884
H -0.4978 0.1894 3.0600
H -2.4174 1.6093 -0.6754
H -0.6755 1.9654 -0.9290
H -2.0551 4.0640 -0.7040
H -0.8198 3.9089 0.5609
H -3.7876 3.2054 0.8170
H -2.9388 4.5314 1.6369
H -3.9772 3.4155 3.4980
H -2.3423 3.7076 4.1282
C -0.7502 0.6015 -3.6585
C 0.6385 0.9453 -4.2210
C 1.2364 -0.2346 -4.9844
C 0.5477 2.1520 -5.1582
O 1.4960 1.3304 -3.1560
Si 2.1689 0.5749 -1.9036
O 1.0663 0.4419 -0.6975
O 3.3607 1.5921 -1.5860
C 4.2150 1.8810 -0.4873
C 5.0640 0.6559 -0.1496
C 3.3667 2.3017 0.7173
C 5.1226 3.0291 -0.9393
O 2.6470 -0.9642 -2.2461
C 2.3530 -2.2107 -1.6473
C 0.8378 -2.4704 -1.6805
C 3.0586 -3.3003 -2.4600
C 2.8390 -2.2425 -0.1965
H -1.3347 0.0549 -4.3930
H -1.2854 1.5126 -3.4046
H -0.6630 -0.0109 -2.7537
H 0.6064 -0.4907 -5.8315
H 1.3474 -1.0985 -4.3390
H 2.2243 0.0392 -5.3424
H -0.1147 1.9314 -5.9891
H 1.5358 2.3865 -5.5426
H 0.1748 3.0202 -4.6228
H 4.4707 -0.0778 0.3870
H 5.9116 0.9453 0.4652
H 5.4269 0.2054 -1.0698
H 2.6194 1.5324 0.9353
H 2.8473 3.2301 0.4938
H 3.9954 2.4481 1.5922
H 5.7578 2.6986 -1.7563
H 5.7499 3.3599 -0.1163
H 4.5259 3.8669 -1.2885
H 0.4398 -2.2815 -2.6783
H 0.3180 -1.7706 -0.9594
H 0.6168 -3.4979 -1.3990
H 2.6752 -3.3334 -3.4748
H 2.9101 -4.2681 -1.9905
H 4.1232 -3.0952 -2.5072
H 2.4712 -1.3558 0.3373
H 3.9245 -2.2390 -0.1604
H 2.4820 -3.1350 0.3131